Molecular formula: C11H31BN2O7P
Method: DFT, ωB97M-V with the def2-TZVPD basis set

Last column: natural (NBO) charge in e.
Geometry (Å):
O (-1.17, 0.74, 4.16)  -1.13
P (-1.30, -0.01, 2.75)  1.20
B (-0.20, -1.61, 2.72)  0.46
C (-1.32, -2.77, 2.38)  -0.37
O (-2.49, -2.78, 3.29)  -0.33
O (-2.01, -2.78, 4.51)  -0.44
O (0.78, -1.82, 3.80)  -0.71
C (1.83, -2.76, 3.34)  -0.09
C (1.60, -2.79, 1.70)  -0.11
O (0.66, -1.63, 1.49)  -0.74
H (-0.91, 0.85, 1.62)  -0.10
H (-2.71, -0.29, 2.56)  -0.07
H (-1.70, -2.54, 1.27)  0.21
H (-0.90, -3.87, 2.35)  0.15
H (-2.50, -3.50, 5.03)  0.43
H (1.55, -3.73, 3.96)  0.16
H (2.96, -2.51, 3.55)  0.16
H (2.52, -2.66, 0.99)  0.17
H (1.15, -3.86, 1.42)  0.15
C (1.42, 3.60, 1.29)  -0.62
C (1.07, 2.84, 0.01)  -0.09
C (2.01, 3.18, -1.18)  -0.07
O (1.75, 4.44, -1.79)  -0.55
C (2.31, 5.55, -1.11)  -0.25
N (-0.33, 3.09, -0.32)  -0.81
H (1.09, 4.64, 1.27)  0.19
H (0.93, 3.13, 2.15)  0.25
H (2.50, 3.59, 1.48)  0.20
H (1.19, 1.78, 0.23)  0.21
H (1.83, 2.43, -1.96)  0.18
H (3.06, 3.09, -0.90)  0.16
H (3.27, 5.31, -0.65)  0.17
H (1.61, 5.93, -0.36)  0.17
H (2.47, 6.35, -1.84)  0.18
H (-0.59, 2.51, -1.12)  0.34
H (-0.39, 4.05, -0.70)  0.35
C (-1.12, -1.23, -4.40)  -0.61
C (-0.67, -0.55, -3.11)  -0.08
C (-0.35, -1.54, -1.96)  -0.08
O (-1.51, -2.09, -1.33)  -0.54
C (-2.10, -3.18, -2.03)  -0.25
N (-1.69, 0.43, -2.71)  -0.83
H (-2.16, -1.58, -4.35)  0.20
H (-1.06, -0.53, -5.24)  0.21
H (-0.48, -2.09, -4.63)  0.20
H (0.25, 0.00, -3.34)  0.18
H (0.18, -0.98, -1.18)  0.22
H (0.33, -2.33, -2.29)  0.16
H (-1.35, -3.80, -2.54)  0.16
H (-2.84, -2.81, -2.74)  0.16
H (-2.63, -3.80, -1.30)  0.19
H (-1.34, 0.96, -1.90)  0.35
H (-2.48, -0.09, -2.32)  0.36

Its multiplicity is 1. The value obtained for the molecular weight is 345.2 u. The calculation puts the LUMO energy at 0.0992 Eh. The electronic energy comes out at -1439.9889 Eh. As for the net charge: -1.